Entry 1:
Below is a structure of composition CH4N2O2, with properties calculated with ωB97M-V/def2-TZVPD.

The geometry in XYZ format:
```
9
Properties=species:S:1:pos:R:3:nbo_charge:R:1
H 1.047 0.761 1.111 0.238
O -1.256 1.759 -0.045 -0.474
N -0.938 -0.972 -0.055 0.227
H 1.601 -0.462 -0.076 0.185
N -0.434 0.178 -0.301 -0.005
O -2.087 -1.345 -0.132 -0.323
H -0.184 -1.739 0.214 0.342
H 1.332 1.335 -0.713 0.271
C 0.919 0.486 -0.002 -0.460
```

Calculated values
total charge	0
energy above the lowest of the compared OMol25 structures with the same formula, charge and spin	7.609	eV
max |F|	4.36	eV/A
multiplicity	1

***

Entry 2:
Below is the molecule CH4N2O2, with properties calculated with ωB97M-V/def2-TZVPD.

The geometry in XYZ format:
```
9
Properties=species:S:1:pos:R:3:nbo_charge:R:1
N -1.477 -0.339 0.005 -0.848
H 1.906 0.995 0.088 0.471
H 0.839 -1.158 0.783 0.364
N 0.842 -0.483 0.031 -0.371
C -0.283 0.357 0.083 0.741
H -2.214 0.225 -0.642 0.413
O -0.218 1.564 0.058 -0.626
H -1.457 -1.284 -0.253 0.385
O 2.063 0.124 -0.152 -0.530
```

Calculated values
total charge	0
energy above the lowest of the compared OMol25 structures with the same formula, charge and spin	1.090	eV
max |F|	4.44	eV/A
multiplicity	1

***

Entry 3:
Below is a cluster of 2 separate species, CH4N2O2 in total, with properties calculated with ωB97M-V/def2-TZVPD.

The geometry in XYZ format:
```
9
Properties=species:S:1:pos:R:3:nbo_charge:R:1
N 1.326 0.098 0.424 -0.340
H -0.357 0.365 0.486 0.497
H 2.500 0.279 -1.108 0.312
C -1.998 -0.460 -0.151 0.640
O -1.370 0.545 0.408 -0.707
H -3.026 -0.323 -0.183 0.118
N 2.454 -0.142 -0.061 -0.234
O -1.357 -1.305 -0.742 -0.610
H 1.328 -0.306 1.382 0.324
```

Calculated values
total charge	0
energy above the lowest of the compared OMol25 structures with the same formula, charge and spin	1.578	eV
max |F|	4.19	eV/A
multiplicity	1

***

Entry 4:
Below is the molecule CH4N2O2, with properties calculated with ωB97M-V/def2-TZVPD.

The geometry in XYZ format:
```
9
Properties=species:S:1:pos:R:3:nbo_charge:R:1
N -0.082 0.734 0.436 -0.368
H 0.316 1.653 -0.054 0.366
O -0.151 -1.493 -1.441 -0.689
N -0.954 0.888 1.297 0.217
H 0.185 -0.987 -2.161 0.464
H 0.259 -1.519 0.665 0.227
H 1.414 -0.654 -0.248 0.187
O -1.285 2.050 1.668 -0.433
C 0.296 -0.674 -0.160 0.028
```

Calculated values
total charge	0
energy above the lowest of the compared OMol25 structures with the same formula, charge and spin	4.060	eV
max |F|	6.58	eV/A
multiplicity	1

***

Entry 5:
Below is a structure of composition CH4N2O2, with properties calculated with ωB97M-V/def2-TZVPD.

The geometry in XYZ format:
```
9
Properties=species:S:1:pos:R:3:nbo_charge:R:1
H 0.264 -0.963 0.511 0.196
H -1.606 -0.123 -1.481 0.363
O 1.394 -0.732 -2.087 -0.419
O -1.048 -0.434 -3.288 -0.504
H -0.209 0.638 0.812 0.194
C 0.519 0.017 0.402 -0.387
N -0.795 -0.185 -2.084 0.056
H 1.663 0.299 0.372 0.250
N 0.365 -0.321 -1.544 0.250
```

Calculated values
total charge	0
energy above the lowest of the compared OMol25 structures with the same formula, charge and spin	6.389	eV
max |F|	5.63	eV/A
multiplicity	1

***

Entry 6:
Below is the molecule CH4N2O2, with properties calculated with ωB97M-V/def2-TZVPD.

The geometry in XYZ format:
```
9
Properties=species:S:1:pos:R:3:nbo_charge:R:1
O -1.232 0.932 -0.307 -0.661
N 2.407 0.575 0.181 0.212
H 1.581 -0.818 -0.701 0.356
O 3.475 0.112 -0.240 -0.445
H -1.467 0.287 -0.998 0.470
H 0.124 0.995 1.104 0.203
N 1.385 -0.061 -0.134 -0.382
H -0.393 -0.776 0.539 0.167
C -0.110 0.299 0.316 0.081
```

Calculated values
total charge	0
energy above the lowest of the compared OMol25 structures with the same formula, charge and spin	3.379	eV
max |F|	5.14	eV/A
multiplicity	1

***

Entry 7:
Below is a cluster of 2 separate species, CH4N2O2S in total, with properties calculated with ωB97M-V/def2-TZVPD.

The geometry in XYZ format:
```
10
Properties=species:S:1:pos:R:3:nbo_charge:R:1
C -0.310 0.417 -0.369 0.089
H 0.011 -1.798 -0.262 0.332
H -0.202 0.166 -1.377 0.196
O 0.845 0.689 0.212 -0.441
H -1.707 -1.610 0.002 0.343
N 1.957 -0.092 -0.329 0.397
O 2.863 0.085 0.330 -0.189
N -0.770 -1.468 0.331 -0.925
H -1.168 2.021 1.393 0.175
S -1.521 1.591 0.069 0.022
```

Calculated values
total charge	0
energy above the lowest of the compared OMol25 structures with the same formula, charge and spin	5.177	eV
max |F|	4.69	eV/A
multiplicity	1

***

Entry 8:
Below is a cluster of 2 separate species, CH4N2O2S in total, with properties calculated with ωB97M-V/def2-TZVPD.

The geometry in XYZ format:
```
10
Properties=species:S:1:pos:R:3:nbo_charge:R:1
C -0.241 0.610 -0.904 -0.100
N -0.426 1.774 -0.359 -0.761
H -0.307 1.912 0.645 0.410
N -0.023 -0.964 1.569 -0.221
S -0.098 0.044 -2.486 0.961
O 1.169 -1.717 1.729 -0.534
H 1.794 -1.099 2.046 0.468
H -0.513 -1.638 1.165 0.286
H -1.004 2.489 -0.792 0.385
O -0.351 -1.409 -2.613 -0.893
```

Calculated values
total charge	0
energy above the lowest of the compared OMol25 structures with the same formula, charge and spin	6.091	eV
max |F|	5.92	eV/A
multiplicity	1

***

Entry 9:
Below is the molecule CH4N2O2S, with properties calculated with ωB97M-V/def2-TZVPD.

The geometry in XYZ format:
```
10
Properties=species:S:1:pos:R:3:nbo_charge:R:1
H 0.624 0.230 -1.389 0.355
H 1.320 0.476 1.260 0.207
H 2.509 0.060 0.128 0.215
C 1.490 -0.054 0.392 -0.417
H 1.355 -1.203 0.583 0.169
O -3.162 0.506 0.374 -0.830
N -0.763 0.931 -0.139 -0.618
N 0.502 0.518 -0.518 -0.438
S -1.928 -0.075 -0.046 2.205
O -1.945 -1.390 -0.645 -0.847
```

Calculated values
total charge	0
energy above the lowest of the compared OMol25 structures with the same formula, charge and spin	3.497	eV
max |F|	4.98	eV/A
multiplicity	1

***

Entry 10:
Below is the molecule CH4N2O2S, with properties calculated with ωB97M-V/def2-TZVPD.

The geometry in XYZ format:
```
10
Properties=species:S:1:pos:R:3:nbo_charge:R:1
H -1.892 -1.484 0.700 0.477
O -1.604 -0.572 0.833 -0.569
N -1.221 -0.158 -0.451 -0.339
S 0.544 1.691 -1.350 -0.197
H 0.531 -0.916 0.966 0.399
O 2.214 0.120 0.522 -0.527
H -1.888 0.453 -0.846 0.374
C 0.103 0.411 -0.449 0.176
N 0.933 -0.328 0.294 -0.280
H 2.279 0.784 -0.218 0.485
```

Calculated values
total charge	0
energy above the lowest of the compared OMol25 structures with the same formula, charge and spin	2.775	eV
max |F|	2.26	eV/A
multiplicity	1

***

Entry 11:
Below is a structure of composition CH4N2O2S, with properties calculated with ωB97M-V/def2-TZVPD.

The geometry in XYZ format:
```
10
Properties=species:S:1:pos:R:3:nbo_charge:R:1
O -2.081 -0.254 1.323 -0.869
H 0.410 -3.079 0.304 0.374
H -0.465 2.378 -0.445 0.354
O -2.184 0.315 -1.132 -0.896
N -0.038 1.829 0.280 -0.944
C -0.447 -1.436 -0.322 -0.095
N 0.106 -2.148 0.536 -0.521
H -0.698 -1.668 -1.320 0.186
S -1.477 0.037 0.066 2.055
H -0.170 2.128 1.215 0.355
```

Calculated values
total charge	0
energy above the lowest of the compared OMol25 structures with the same formula, charge and spin	3.363	eV
max |F|	4.62	eV/A
multiplicity	1

***

Entry 12:
Below is the molecule CH4N2O2S, with properties calculated with ωB97M-V/def2-TZVPD.

The geometry in XYZ format:
```
10
Properties=species:S:1:pos:R:3:nbo_charge:R:1
H -0.412 -2.257 0.427 0.357
S 0.063 -0.023 0.725 1.996
O 1.305 0.340 1.370 -0.923
O -1.085 -0.187 1.559 -0.944
C -0.323 1.338 -0.526 -0.864
H -0.351 2.381 -0.121 0.276
H 0.633 1.389 -1.179 0.245
N 0.276 -1.766 -0.123 -0.324
N 0.987 -2.114 -0.943 -0.059
H -1.093 0.900 -1.189 0.240
```

Calculated values
total charge	0
energy above the lowest of the compared OMol25 structures with the same formula, charge and spin	3.405	eV
max |F|	3.79	eV/A
multiplicity	1